[1]
C4H5N2O3 | the ωB97M-V functional and the def2-TZVPD basis

As for the net charge: +1. Its HOMO energy (spin up / spin down) is -14.576 / -15.530 eV. As for the spin multiplicity: 3. For the energy above the lowest of the compared OMol25 structures with the same formula, charge and spin, the calculation gives 0.0 kcal per mole.

Each atom is followed by the atoms it is bonded to, with distances in Å.
Positions of all 14 atoms, in Å:
1 C -0.039 -0.504 1.823  C2 1.363, C3 1.494, H10 1.035
2 C -0.033 -0.788 0.489  C1 1.363, C3 1.522, N6 1.296
3 C -0.766 -1.746 1.419  C1 1.494, C2 1.522, H11 1.079, H12 1.042
4 C 0.875 0.702 -1.222  N5 1.605, N6 1.466, H13 1.091, H14 1.157
5 N -0.161 1.912 -1.028  C4 1.605, O7 1.191, O8 1.186
6 N 0.209 -0.517 -0.754  C2 1.296, C4 1.466, O9 1.239
7 O -0.467 2.456 -2.042  N5 1.191
8 O -0.444 2.145 0.099  N5 1.186
9 O -0.050 -1.388 -1.597  N6 1.239
10 H 0.291 0.240 2.463  C1 1.035
11 H -0.424 -2.641 1.915  C3 1.079
12 H -1.799 -1.629 1.479  C3 1.042
13 H 1.000 0.566 -2.297  C4 1.091
14 H 1.808 1.193 -0.746  C4 1.157

These are the Mulliken partial charges, in e, on atoms 1 to 4: number 1, C, carries -0.413; number 2, C, carries 0.564; number 3, C, carries -0.393; number 4, C, carries -0.482

[2]
CBrClNO2P | the ωB97M-V functional and the def2-TZVPD basis

Its HOMO energy (spin up / spin down) is -10.969 / -10.974 eV. For the energy above the lowest of the compared OMol25 structures with the same formula, charge and spin, the calculation gives 94.4 kcal per mole.

Each atom is followed by the atoms it is bonded to, with distances in Å.
Positions of all 7 atoms, in Å:
1 C 0.202 -1.070 0.080  N2 1.163, O4 1.263
2 N 0.064 -2.225 0.046  C1 1.163
3 O -0.919 1.991 1.207  P5 1.443
4 O 0.372 0.179 0.163  C1 1.263, P5 1.598
5 P -0.606 1.419 -0.081  O3 1.443, O4 1.598, Br7 2.229
6 Cl -2.411 -0.427 -2.042  no bonds
7 Br 0.747 2.341 -1.593  P5 2.229

These are the Mulliken partial charges, in e, on atoms 1 to 4: number 1, C, carries 0.499; number 2, N, carries -0.336; number 3, O, carries -0.408; number 4, O, carries -0.175

Question: Look up the energy above the lowest of the compared OMol25 structures with the same formula, charge and spin of the second one.
Answer: 94.4 kcal per mole

Question: Which value of energy above the lowest of the compared OMol25 structures with the same formula, charge and spin does entry 2 give?
Answer: 94.4 kcal per mole

Question: Which value of energy above the lowest of the compared OMol25 structures with the same formula, charge and spin does entry 1 give?
Answer: 0.0 kcal per mole

Repeat the second record exactly.
CBrClNO2P | the ωB97M-V functional and the def2-TZVPD basis

Its HOMO energy (spin up / spin down) is -10.969 / -10.974 eV. For the energy above the lowest of the compared OMol25 structures with the same formula, charge and spin, the calculation gives 94.4 kcal per mole.

Each atom is followed by the atoms it is bonded to, with distances in Å.
Positions of all 7 atoms, in Å:
1 C 0.202 -1.070 0.080  N2 1.163, O4 1.263
2 N 0.064 -2.225 0.046  C1 1.163
3 O -0.919 1.991 1.207  P5 1.443
4 O 0.372 0.179 0.163  C1 1.263, P5 1.598
5 P -0.606 1.419 -0.081  O3 1.443, O4 1.598, Br7 2.229
6 Cl -2.411 -0.427 -2.042  no bonds
7 Br 0.747 2.341 -1.593  P5 2.229

These are the Mulliken partial charges, in e, on atoms 1 to 4: number 1, C, carries 0.499; number 2, N, carries -0.336; number 3, O, carries -0.408; number 4, O, carries -0.175